[1]
The following is a DFT calculation (ωB97M-V with the def2-TZVPD basis set) of a 2-piece molecular cluster, C5H8NOS overall at a distorted geometry.

Element x y z (Å)
1 H -2.022 -0.125 -0.678
2 C 1.598 -0.462 2.127
3 H -0.319 1.814 -2.160
4 H 1.798 1.244 0.864
5 H -0.388 1.715 -0.445
6 H 2.334 -0.073 2.807
7 H -1.771 2.272 -1.397
8 C 1.163 0.350 1.115
9 C -1.218 0.173 -1.260
10 O 0.147 -1.681 0.956
11 H 1.052 -2.535 2.709
12 H -1.773 -1.715 -2.939
13 N -0.907 1.649 -1.292
14 C 0.357 -0.461 0.390
15 C 0.899 -1.631 2.108
16 S -0.949 -0.535 -2.906

## Properties
ΔE to the lowest compared entry with this formula, charge and spin ... 123.3 kcal/mol
Total energy ... -723.058868 Eh
Lowest unoccupied orbital energy (alpha / beta) ... -4.57 / -4.57 eV
Total charge ... +1
E_HOMO (alpha / beta) ... -0.456 / -0.456 hartree

Atomic partial charges in e from the Löwdin method, atoms 1 to 8: 0.054, -0.099, 0.164, 0.142, 0.103, 0.122, 0.208, -0.117

[2]
The following is a DFT calculation (ωB97M-V with the def2-TZVPD basis set) of CHCl3N2 as an isolated structure at a distorted geometry.

Element x y z (Å)
1 C -1.046 -0.065 -0.394
2 H -1.856 0.376 -0.053
3 N 0.549 0.653 1.403
4 Cl 1.460 -0.588 1.873
5 N -0.281 -0.536 -1.156
6 Cl -0.310 -1.691 -2.373
7 Cl 1.484 1.852 0.701

## Properties
ΔE to the lowest compared entry with this formula, charge and spin ... 92.7 kcal/mol
Total energy ... -1528.535751 Eh
Lowest unoccupied orbital energy (alpha / beta) ... -0.37 / -1.26 eV
Total charge ... 0
E_HOMO (alpha / beta) ... -0.343 / -0.277 hartree

The Löwdin scheme yields these atomic charges, measured in e: -0.041, 0.032, -1.068, 0.535, -0.499, 0.563, 0.478

[3]
The following is a DFT calculation (ωB97M-V with the def2-TZVPD basis set) of an isolated molecule of C2H8O2Si at a distorted geometry.

Element x y z (Å)
1 Si -1.661 0.341 0.281
2 H -2.036 0.815 1.584
3 H -4.003 -0.706 0.123
4 O -3.252 -0.165 -0.292
5 C 1.115 -0.407 0.529
6 H -1.025 0.502 -1.136
7 O -0.026 0.166 0.984
8 H 1.833 1.323 -0.478
9 H 1.930 -0.306 1.282
10 H 1.020 -1.455 0.354
11 C 1.883 0.242 -0.697
12 H 1.356 -0.044 -1.717
13 H 2.867 -0.306 -0.816

## Properties
ΔE to the lowest compared entry with this formula, charge and spin ... 89.5 kcal/mol
Total energy ... -520.943112 Eh
Lowest unoccupied orbital energy ... 0.25 eV
Total charge ... 0
Structure (SMILES) ... CCO[SiH2]O
E_HOMO ... -0.360 hartree

Atomic partial charges in e from the Löwdin method, atoms 1 to 8: 0.692, -0.006, 0.071, -0.337, -0.417, 0.032, -0.358, 0.070

[4]
The following is a DFT calculation (ωB97M-V with the def2-TZVPD basis set) of C5H11AuClCoF3 as an isolated structure at a distorted geometry.

Element x y z (Å)
1 Au 0.354 3.616 -2.436
2 H 1.828 2.004 -4.027
3 H -1.764 0.555 1.976
4 H -0.181 5.381 -0.522
5 Cl -2.000 1.373 -0.785
6 H -1.414 3.999 -0.520
7 H 1.793 0.746 0.972
8 H 1.912 -0.246 -0.592
9 Co -0.236 0.219 -0.030
10 H -0.012 1.064 2.284
11 H 0.166 1.292 -3.673
12 F -2.038 -1.825 -0.378
13 C -0.693 0.315 1.809
14 F 0.091 -2.438 -0.618
15 H -0.437 -0.733 2.096
16 F -0.935 -1.293 -2.199
17 H 0.214 3.753 0.217
18 C 1.396 -0.108 0.387
19 C 1.067 1.767 -3.250
20 H 1.490 1.148 -2.439
21 C -0.806 -1.417 -0.844
22 C -0.357 4.290 -0.567

## Properties
ΔE to the lowest compared entry with this formula, charge and spin ... 12.2 kcal/mol
Spin multiplicity ... 7
Total energy ... -2475.099725 Eh
Lowest unoccupied orbital energy (alpha / beta) ... 3.14 / 1.29 eV
Total charge ... -1
Expectation value of S² ... 12.02
E_HOMO (alpha / beta) ... -0.107 / -0.208 hartree

Atomic partial charges in e from the Löwdin method, atoms 1 to 8: 0.688, -0.032, -0.006, -0.037, 0.017, -0.076, -0.024, -0.025

[5]
The following is a DFT calculation (ωB97M-V with the def2-TZVPD basis set) of C4H5NO3 as an isolated structure at a distorted geometry.

Element x y z (Å)
1 H 0.684 0.117 1.724
2 C -0.477 0.055 -1.550
3 O 2.437 1.678 -1.194
4 H 0.232 1.520 -3.004
5 O 0.987 -1.556 -0.372
6 H -0.894 -0.612 1.372
7 N 0.376 0.991 -2.144
8 H -0.597 1.090 0.975
9 C -0.145 0.102 1.022
10 O -1.548 -0.306 -1.934
11 H 0.331 -2.251 -0.512
12 C 1.434 1.070 -1.297
13 C 0.373 -0.320 -0.326

## Properties
ΔE to the lowest compared entry with this formula, charge and spin ... 38.3 kcal/mol
Total energy ... -435.859506 Eh
Lowest unoccupied orbital energy ... 0.63 eV
Total charge ... 0
E_HOMO ... -0.333 hartree

Atomic partial charges in e from the Löwdin method, atoms 1 to 8: 0.090, -0.403, 0.135, 0.170, 0.031, 0.090, 0.172, 0.090

[6]
The following is a DFT calculation (ωB97M-V with the def2-TZVPD basis set) of C17H16BrCdCl2N2O2 as an isolated structure.

Element x y z (Å)
1 H 4.495 3.024 1.624
2 C -1.992 -3.268 -0.849
3 C 1.659 4.727 2.396
4 H -2.894 -3.700 -1.269
5 H -0.140 -1.719 0.438
6 C -2.845 3.679 -3.505
7 H -0.269 4.305 1.545
8 H -1.036 -6.946 1.755
9 H 1.307 5.548 3.005
10 C 2.563 2.622 0.825
11 Cl -1.504 2.510 -3.583
12 C 0.721 -6.006 0.958
13 H -2.450 4.641 -3.203
14 C -0.649 -6.142 1.145
15 H -3.336 3.703 -4.469
16 Br -3.182 -0.973 -1.881
17 N 0.330 0.808 0.156
18 H 2.280 -4.892 -0.006
19 H 2.392 1.161 -0.416
20 C -0.770 -1.175 -0.263
21 H 0.729 -3.312 -1.088
22 H 0.609 2.371 -1.164
23 Cl -4.073 3.184 -2.294
24 C 1.210 2.973 0.796
25 N -0.608 0.066 -0.484
26 C 0.239 2.274 -0.127
27 C -1.833 -1.947 -0.908
28 C -1.031 -4.204 -0.234
29 O 3.092 1.609 0.073
30 C 1.216 -4.984 0.162
31 Cd -2.278 1.528 -1.101
32 H 0.528 0.546 1.116
33 C -1.523 -5.253 0.543
34 O -1.045 2.780 -0.033
35 C 3.001 4.364 2.414
36 H 1.401 -6.708 1.422
37 C 0.777 4.034 1.585
38 C 0.344 -4.085 -0.434
39 C 3.454 3.318 1.631
40 H -2.592 -5.365 0.683
41 H 3.702 4.901 3.039

## Properties
ΔE to the lowest compared entry with this formula, charge and spin ... 0.0 kcal/mol
Total energy ... -4579.248575 Eh
Lowest unoccupied orbital energy ... -3.76 eV
Total charge ... +1
E_HOMO ... -0.388 hartree

Atomic partial charges in e from the Löwdin method, atoms 1 to 8: 0.122, -0.083, -0.080, 0.115, 0.140, -0.902, 0.108, 0.113